# 1
160
Properties=species:S:1:pos:R:3:lowdin_charge:R:1 method="wB97M-V/def2-TZVPD" e_above_lowest_kcal_mol=284.50 total_energy_ev=-122604.438 e_homo_ev=-8.88 mol_weight_g_mol=1201.12 lumo_ev=-0.94
C 1.351 -5.789 5.893 -0.77
H 2.345 -2.107 2.508 0.09
H 1.108 -2.473 -2.190 0.09
O 0.433 -3.218 2.837 0.01
N -3.331 -1.035 -0.713 0.20
H -0.588 -1.593 -4.833 0.07
C -3.774 -0.072 3.661 -0.79
N -1.503 -7.612 -0.036 0.16
C 4.902 1.771 -2.134 -0.84
C 0.030 -0.154 -0.658 -0.80
H -2.233 6.830 1.682 0.15
O -1.959 4.778 0.370 -0.02
H 1.881 6.790 -1.516 0.10
H -3.369 5.090 -1.756 0.12
N 2.474 -1.107 2.442 0.18
H -1.498 -1.339 -3.487 0.07
H -4.997 0.702 -2.266 0.10
H 4.230 4.946 5.391 0.13
O 3.955 -3.520 -2.866 0.02
C -3.217 -2.221 -0.152 -0.76
N -4.518 0.711 -3.155 0.17
C 1.470 0.188 6.552 -0.78
C -2.725 0.077 -8.007 -0.84
H 3.033 -2.175 -4.784 0.12
H -0.267 6.240 -2.054 0.10
N -0.327 2.225 -5.799 0.17
H 2.843 1.425 6.067 0.08
H 1.723 3.311 3.324 0.08
O 5.923 1.524 -2.667 0.08
H -1.030 3.787 -0.901 0.08
N 0.940 3.349 2.687 0.17
H -4.153 -0.456 -0.810 0.09
N 1.779 -6.006 0.888 0.17
H 1.824 1.992 -3.564 0.08
H 2.090 -3.580 -1.238 0.07
H 3.097 0.430 7.786 0.10
N -1.205 -2.029 -4.164 0.16
N -3.555 -0.380 -8.907 0.18
H 4.206 1.854 2.827 0.06
H 4.250 -5.354 -0.728 0.13
N 0.363 -6.485 5.390 0.16
H 0.076 -2.069 -0.105 0.11
O 0.712 0.291 -5.322 0.02
H 1.967 -0.843 8.200 0.11
H -1.359 -1.958 5.012 0.09
C 0.470 1.481 -5.100 -0.74
O 4.529 2.320 5.225 0.08
H -3.994 0.430 -9.321 0.12
H 5.610 2.976 -0.683 0.12
H -5.362 0.115 2.510 0.11
H 4.540 -1.546 0.218 0.12
H 3.715 0.604 -3.204 0.12
H 0.496 1.825 -0.436 0.07
N -1.713 -2.621 2.984 0.20
H 3.874 2.667 -0.660 0.07
N -1.492 -5.614 0.673 0.16
N -3.179 0.865 2.876 0.16
H -5.234 -1.120 3.765 0.14
O -0.541 -0.184 -1.716 0.03
N 4.033 2.790 3.166 0.16
O -2.211 1.157 -7.975 0.05
C -1.299 -3.328 -4.034 -0.79
N 0.809 4.618 0.148 0.15
H -1.223 -7.776 0.920 0.11
H 3.739 3.416 2.430 0.10
H -2.102 -3.091 -2.153 0.09
O 2.047 -6.146 6.869 -0.02
C -3.586 1.542 -3.487 -0.82
N -0.163 3.474 -1.315 0.18
H 1.113 -4.249 4.566 0.06
H -1.931 -0.287 -6.440 0.09
H 0.873 4.197 2.142 0.06
N -3.365 5.775 -1.014 0.20
H 3.184 -2.547 0.854 0.02
N 3.779 1.258 -2.438 0.18
O 2.540 -3.946 0.489 0.00
H -2.331 -2.105 3.594 0.07
C -2.628 5.737 0.071 -0.78
O 4.114 0.257 1.854 0.03
H -4.134 -1.156 -8.619 0.11
H 3.662 4.785 3.777 0.10
H 3.138 1.289 -1.658 0.10
H -1.829 -2.810 1.999 0.06
H -1.357 -6.044 1.577 0.09
H -0.354 3.217 -5.610 0.12
H -0.163 4.726 0.397 0.05
H -4.062 6.506 -1.016 0.12
H 1.723 -1.516 -3.832 0.07
H 0.016 -7.316 5.848 0.11
N 2.240 -0.073 7.606 0.16
O 1.987 3.753 -1.573 0.06
N -4.355 -2.808 0.064 0.20
N 1.451 7.684 -1.325 0.17
H -2.178 1.302 -4.848 0.08
N -2.691 6.763 0.784 0.22
H 1.589 5.160 0.493 0.12
N 1.957 -3.003 -2.057 0.19
H 0.883 0.823 0.882 0.11
N 3.595 -5.863 -0.151 0.20
N -1.396 2.978 2.496 0.17
C -1.890 -6.405 -0.342 -0.71
H -4.361 -3.755 0.415 0.12
N -1.733 -3.664 -2.897 0.20
O -0.150 9.302 -1.622 0.01
H 2.280 -0.498 3.224 0.12
O -2.493 -6.009 -1.328 0.03
H -5.180 -2.556 -0.461 0.12
H 1.681 -6.878 0.387 0.10
H -2.190 0.873 3.082 0.09
N 4.151 4.377 4.561 0.17
C -0.501 -2.730 3.406 -0.79
H -1.614 3.744 1.875 0.05
H -4.829 -0.068 -3.718 0.12
N -0.585 7.171 -1.824 0.17
H 2.705 -4.686 5.338 0.13
N -2.434 -0.799 -7.150 0.20
H -2.200 2.499 2.876 0.05
H -1.561 7.386 -1.969 0.11
H -0.188 3.004 -2.209 0.10
H -1.699 -8.395 -0.643 0.13
N 2.541 -2.104 -3.905 0.17
C 0.955 3.994 -1.028 -0.82
C 0.251 8.127 -1.639 -0.76
N -0.499 -2.346 4.652 0.19
O -3.125 2.438 -2.878 0.07
O -0.979 -4.100 -4.962 0.00
H 0.122 -6.282 4.431 0.10
O -3.335 -0.676 4.586 0.08
H -3.135 7.577 0.383 0.14
O -2.150 -2.642 0.201 0.01
O 0.445 -0.415 6.383 0.02
H 0.873 -1.003 0.945 0.08
H -1.685 -4.668 -2.798 0.10
H -2.836 -1.723 -7.073 0.13
H -2.481 -0.555 -0.972 0.08
N 3.772 -1.726 0.849 0.19
C 2.687 -5.157 0.412 -0.70
C 4.293 3.111 4.406 -0.84
C -0.192 2.774 3.124 -0.64
N -4.995 -0.212 3.392 0.18
N 0.476 0.896 -0.039 0.20
N 1.060 2.215 -4.185 0.18
O -0.076 1.931 4.017 0.01
N -3.168 1.216 -4.669 0.19
H -3.586 1.293 2.057 0.11
H -0.896 1.854 -6.547 0.08
N 0.287 -1.109 0.129 0.21
H 1.017 -5.603 1.414 0.08
H 2.014 8.428 -0.939 0.12
N 4.778 2.585 -1.102 0.17
H 1.407 1.171 4.901 0.07
C 3.461 -0.748 1.710 -0.76
H 0.692 3.153 -4.106 0.09
C 2.900 -2.910 -2.926 -0.78
H -3.643 0.374 -4.961 0.09
N 1.962 1.057 5.737 0.19
H -1.799 -4.660 0.792 0.06
N 1.711 -4.780 5.183 0.18
H 0.299 -2.065 5.204 0.09
H 3.147 -6.700 -0.497 0.12



# 2
45
Properties=species:S:1:pos:R:3:lowdin_charge:R:1 method="wB97M-V/def2-TZVPD" total_energy_ev=-31941.459 e_homo_ev=-9.30 smiles="CCC(=O)OCCC1=CC(=O)C(B(C)O)=C(CCCC(=O)O)C1=O" mol_weight_g_mol=336.15 lumo_ev=-0.87
O 0.573 2.028 -0.944 0.10
C 1.821 -0.714 0.737 -0.12
H -2.670 0.599 4.460 0.08
H -0.183 2.435 -1.394 0.12
H 2.766 1.089 -0.133 0.10
C 0.594 -1.582 -2.830 -0.33
O -0.082 3.422 0.609 0.13
H 4.330 0.345 -1.475 0.07
C -3.367 0.239 -0.439 -0.17
C -2.633 -0.339 3.889 -0.10
O -1.771 1.461 2.154 0.15
C 1.593 -1.325 -1.695 0.04
H -4.423 -0.011 2.754 0.12
H -1.570 -0.559 3.724 0.07
C -2.707 0.912 1.712 -0.49
H -2.192 1.480 -1.804 0.12
H 0.833 1.465 2.242 0.12
O 3.474 -2.520 -2.940 0.10
O 0.735 -2.426 -3.653 0.14
C -3.362 -0.210 2.534 -0.14
H -4.419 0.276 -0.773 0.13
H 4.380 -0.958 -0.258 0.06
C -0.493 -0.856 -0.455 -0.26
H -1.108 -0.453 -3.812 0.14
C 1.030 -0.970 -0.535 -0.08
H -3.215 -0.754 -0.009 0.11
C 1.437 1.808 1.391 -0.07
H 3.771 -2.018 -3.716 0.11
C -1.202 -0.406 -1.701 -0.14
H 2.067 2.617 1.792 0.13
H 3.292 0.738 1.495 0.12
H 2.584 -1.482 0.918 0.12
B 3.145 -1.541 -1.984 -0.39
O -1.027 -1.157 0.568 0.14
C -2.489 0.423 -1.697 -0.08
H 1.119 -0.817 1.583 0.11
C -0.664 -0.734 -2.857 0.07
H -3.079 0.194 -2.595 0.12
O -3.187 1.318 0.487 0.01
H 5.297 -1.173 -1.729 0.07
C 0.576 2.485 0.334 -0.53
C 4.360 -0.744 -1.342 0.00
C 2.407 0.722 0.838 -0.17
H -3.075 -1.122 4.521 0.08
H -3.269 -1.182 2.028 0.11



# 3
94
Properties=species:S:1:pos:R:3:lowdin_charge:R:1 method="wB97M-V/def2-TZVPD" e_above_lowest_kcal_mol=111.85 total_energy_ev=-90801.206 e_homo_ev=-11.10 mol_weight_g_mol=833.54 lumo_ev=-1.55
O -0.166 -2.436 5.872 0.04
O 0.002 -5.666 -1.175 0.04
H -0.214 3.603 -1.563 0.09
H -2.767 -4.231 6.082 0.10
H 1.386 -4.706 0.815 0.11
N -3.813 -2.675 5.149 -0.42
C 0.234 1.198 1.152 -0.23
H 1.386 4.200 -2.146 0.11
O -4.425 3.058 -3.934 0.04
H 0.944 -0.617 -3.323 0.10
O -2.585 -9.001 2.061 0.06
H 0.915 0.324 5.299 0.11
C 3.161 -5.373 5.971 0.04
H -1.826 7.007 -3.713 0.05
O -2.259 7.968 -1.548 0.04
O 0.013 1.310 -0.186 0.02
O -3.495 9.493 -2.548 0.06
N -1.719 -1.589 1.402 0.17
O 7.159 -5.324 0.256 0.05
H 2.413 -0.064 0.159 0.10
C 1.173 -1.621 -2.960 0.05
O 1.596 1.176 1.719 -0.10
H 3.260 -0.187 1.882 0.13
N 6.308 -4.984 1.087 -0.43
H 0.753 4.168 -7.063 0.09
H 1.169 5.915 -7.112 0.10
N 2.328 -1.510 -2.029 -0.40
O -0.949 -7.554 1.776 0.03
O 1.244 -2.030 4.229 0.04
C 0.363 5.182 -7.181 0.03
O -0.735 6.406 -8.823 0.05
H -0.390 -0.004 4.098 0.07
H -2.945 -8.948 -0.320 0.10
H -2.026 8.584 2.717 0.10
C 2.227 -0.123 1.329 -0.05
H -1.202 -8.607 -0.594 0.11
H -2.259 -3.888 4.393 0.09
N -0.177 -4.599 -0.575 -0.40
O -0.721 5.316 -3.998 0.03
C -2.476 7.872 -3.865 0.04
H -0.371 9.006 2.158 0.10
N -0.177 4.306 -3.536 -0.39
N 3.697 -4.221 5.196 -0.42
H -0.740 -0.098 5.857 0.10
C -3.107 -3.983 5.075 0.03
O -4.753 0.925 -4.375 0.06
H -2.873 1.025 -5.877 0.10
O 3.378 -1.051 -2.495 0.06
H 1.545 -1.043 1.577 0.10
H -2.369 -7.248 -0.388 0.10
N -0.892 6.991 1.920 -0.42
H 2.072 -5.335 5.906 0.10
H -2.113 2.304 -4.871 0.07
C -1.588 -0.297 1.622 -0.08
O 3.411 -4.177 3.994 0.03
O 0.002 3.240 -4.135 0.04
H 5.524 -3.298 0.125 0.10
N -0.245 5.308 -8.533 -0.43
C 5.927 -3.546 1.108 0.04
C -1.273 8.430 1.941 0.04
N -1.864 -8.277 1.365 -0.42
H -0.214 -5.302 1.397 0.08
H -1.979 8.624 -4.482 0.11
H -1.676 8.678 0.957 0.08
H -3.218 2.753 -6.223 0.10
H 5.174 -3.392 1.884 0.08
O -0.721 -3.589 -1.037 0.02
N -2.766 8.494 -2.545 -0.42
H 6.829 -2.970 1.325 0.10
O 2.154 -1.884 -0.864 0.01
O -4.804 -2.617 5.886 0.05
N -4.153 1.998 -4.508 -0.43
C 0.308 4.376 -2.131 0.06
O -0.041 6.652 1.089 0.03
N 0.394 -1.690 5.060 -0.40
C 0.013 -0.252 5.081 0.05
O 5.748 -5.730 1.899 0.05
H -0.420 5.381 -6.447 0.08
O -3.358 -1.746 4.471 0.03
H 1.471 -2.281 -3.778 0.11
H 3.554 -6.286 5.519 0.10
H -3.821 -4.721 4.703 0.10
O -0.215 4.311 -9.263 0.05
H 3.489 -5.283 7.009 0.10
O -1.452 6.246 2.732 0.05
H 0.322 -2.039 -2.418 0.07
O -1.017 1.047 1.968 -0.01
H -3.429 7.566 -4.302 0.11
H 0.085 5.367 -1.729 0.10
O 4.385 -3.397 5.809 0.05
H 0.085 -3.538 1.231 0.06
C -2.116 -8.271 -0.101 0.04
C 0.308 -4.529 0.829 0.04
C -2.997 2.020 -5.445 0.04



# 4
43
Properties=species:S:1:pos:R:3:lowdin_charge:R:1 method="wB97M-V/def2-TZVPD" total_charge=+2 e_above_lowest_kcal_mol=48.63 total_energy_ev=-109903.574 e_homo_ev=-16.57 mol_weight_g_mol=500.09 lumo_ev=-9.42
O 1.273 -1.323 1.466 -0.27
P -0.946 -0.464 -1.747 0.57
O -0.460 0.352 -2.962 -0.25
C 1.309 -2.744 1.106 -0.16
O -0.966 -1.947 -2.180 -0.22
Br 2.931 1.044 -1.409 0.91
C 0.360 2.964 0.906 -0.15
C 1.933 4.662 0.420 0.04
H -0.051 -0.532 2.870 0.10
C 0.792 -1.219 2.855 -0.13
N 1.058 2.115 0.164 -0.05
O -1.656 2.961 2.112 0.19
H 1.158 -2.838 0.030 0.11
O -0.889 1.002 1.292 -0.13
H 0.826 -0.651 -4.283 0.10
C -1.599 -3.046 -1.448 -0.01
H -3.228 1.641 -2.157 0.11
H -0.077 0.741 -4.928 0.11
H -0.525 -2.614 3.868 0.13
C -0.133 -0.143 -4.304 0.00
H -3.879 1.056 -0.604 0.11
H 1.591 -0.789 3.455 0.14
C 2.668 3.757 -0.350 -0.02
C 2.176 2.480 -0.451 -0.68
H 2.303 -3.124 1.345 0.14
H -0.743 -3.278 1.552 0.11
H -0.910 -0.814 -4.657 0.10
Rh 0.413 0.116 0.003 1.01
C -2.982 1.199 -1.195 0.00
H 0.170 4.945 1.668 0.15
H 0.454 -4.465 2.091 0.13
C 0.761 4.272 1.062 0.07
O -2.420 -0.129 -1.418 -0.21
C 0.257 -3.402 1.973 -0.14
H -2.370 -3.453 -2.095 0.11
C 0.396 -2.628 3.290 -0.12
H 3.586 4.039 -0.848 0.13
H -0.841 -3.797 -1.256 0.10
H -2.287 1.837 -0.657 0.07
H -2.051 -2.697 -0.522 0.09
H 1.173 -3.073 3.910 0.13
H 2.285 5.681 0.522 0.14
C -0.862 2.308 1.512 -0.54



# 5
19
Properties=species:S:1:pos:R:3:lowdin_charge:R:1 method="wB97M-V/def2-TZVPD" e_above_lowest_kcal_mol=79.58 total_energy_ev=-7449.980 e_homo_ev=-10.17 smiles=C1CCCC1.C#C mol_weight_g_mol=96.17 lumo_ev=1.03
C -0.123 1.681 1.112 -0.18
C -0.071 -0.613 0.343 -0.29
C 1.204 -2.121 -1.352 -0.07
H -0.305 -1.694 0.488 0.11
C 2.137 -2.520 -1.945 0.01
H -2.112 -0.124 -0.030 0.12
H 0.868 2.141 1.010 0.10
H -1.732 2.186 -0.346 0.10
C -0.820 1.583 -0.299 -0.18
H -0.173 1.964 -1.106 0.11
H 0.133 -1.607 -1.229 0.07
H 0.900 0.117 2.217 0.11
H -0.888 0.004 2.217 0.11
C 0.000 0.238 1.615 -0.19
H 0.879 -0.580 -0.213 0.06
H 3.087 -2.869 -2.308 0.02
C -1.135 0.103 -0.479 -0.22
H -1.163 -0.213 -1.518 0.10
H -0.686 2.324 1.825 0.11



# 6
106
Properties=species:S:1:pos:R:3:lowdin_charge:R:1 method="wB97M-V/def2-TZVPD" total_charge=+1 total_energy_ev=-117139.219 e_homo_ev=-10.82 mol_weight_g_mol=864.43 lumo_ev=-4.65
H -2.065 1.385 3.577 0.13
N 3.421 -1.310 2.604 -0.10
C 4.882 -1.613 2.360 -0.06
O -5.375 0.307 -3.454 -0.02
S 0.660 0.977 -2.680 0.76
H -4.290 3.806 -4.499 0.11
F -0.423 -6.635 0.561 -0.02
C -3.888 7.812 -1.723 -0.05
H 2.033 5.633 -1.880 0.15
H 0.827 0.177 4.832 0.13
H 1.007 5.426 -4.442 0.15
C -4.068 5.664 -2.630 -0.56
C 2.403 -2.180 2.194 -0.02
S 3.664 2.248 1.356 0.74
C 1.729 -5.207 0.033 -0.14
N 6.219 0.619 2.924 0.04
N 3.102 -0.096 3.253 0.05
C 1.105 -1.279 -0.807 -0.23
H 3.303 2.083 -3.029 0.11
H -1.039 -3.249 -0.933 0.08
H -7.754 -2.139 -5.289 0.10
H 7.970 -1.054 3.777 0.08
C -4.085 3.483 -3.473 -0.05
C -1.718 1.300 4.703 -0.25
F 0.848 -7.069 -1.408 -0.03
H -8.377 -0.783 -6.249 0.10
H -0.056 -1.189 -0.913 0.08
C -2.956 -4.344 -0.370 -0.15
C 1.519 -3.665 0.545 -0.22
O -1.287 -0.117 4.883 -0.23
O -3.293 6.533 -1.934 -0.02
H 0.316 4.814 -2.037 0.14
H 2.809 -2.730 -1.234 0.14
O 0.700 -4.262 2.759 -0.06
C -0.033 -0.199 4.096 -0.20
C -4.730 0.138 -2.193 -0.09
F 2.320 -6.119 1.083 0.01
H 5.549 0.021 5.173 0.08
H -3.818 -4.359 0.421 0.10
N 0.878 -1.990 2.349 0.05
H -3.442 -4.156 -1.442 0.10
H -5.427 0.335 -1.373 0.11
N 7.287 -1.554 3.162 0.02
C 1.727 -0.522 -2.163 -0.45
Cl -2.744 -1.553 -0.074 0.57
C 4.077 4.208 -3.308 -0.16
H 7.156 -2.515 3.569 0.08
H -1.772 -2.840 2.209 0.14
H 3.510 -3.395 0.717 0.13
C 0.396 -3.284 1.660 -0.29
H 4.673 -1.412 4.926 0.07
C 1.703 -2.801 -0.829 -0.12
C 3.366 3.053 -2.380 -0.18
H -5.013 3.216 -2.957 0.10
O -3.385 4.498 -2.756 -0.02
H 5.047 -2.777 2.566 0.15
H 7.209 0.885 3.125 0.09
H 1.099 -3.384 -1.677 0.14
O 3.172 4.904 -4.236 -0.19
H 4.144 2.811 -1.508 0.10
C -3.003 1.513 5.723 -0.09
H 1.189 -2.209 4.499 0.15
H 5.184 -1.471 1.215 0.16
H -2.609 1.492 6.844 0.09
H -3.913 0.862 -2.131 0.08
O -6.933 -0.267 -4.891 -0.01
C -1.792 -3.187 -0.042 -0.62
H -3.181 8.424 -1.157 0.09
H 1.397 3.584 -4.312 0.13
O -5.186 5.892 -3.067 0.12
H -4.085 8.308 -2.679 0.10
C 0.371 -1.784 3.760 -0.10
O -6.820 -1.387 -2.888 0.11
H -1.559 -4.641 1.699 0.15
H -3.751 0.608 5.535 0.10
H -3.509 2.539 5.444 0.09
H -0.623 -2.396 4.007 0.15
H -0.329 -5.295 -1.172 0.16
H -4.808 7.718 -1.137 0.10
H -2.466 -5.425 -0.447 0.08
C -6.417 -0.536 -3.665 -0.56
H 1.692 -1.334 -3.012 0.10
F 2.715 -5.284 -1.109 0.00
H 4.883 3.646 -3.986 0.14
C 1.118 2.336 -1.480 -0.94
C 3.045 0.932 2.303 -0.42
H 4.714 4.992 -2.676 0.14
C 0.373 -5.958 -0.501 -0.06
H -0.798 1.994 4.952 0.13
H -4.305 -0.868 -2.109 0.04
H 1.442 -0.616 0.096 0.08
H -8.876 -0.936 -4.553 0.10
N 2.085 3.471 -1.703 -0.24
C 5.937 -0.825 3.334 -0.55
C -1.191 -3.537 1.433 -0.09
C -8.046 -1.085 -5.251 -0.05
N 2.764 -3.478 1.441 0.14
H 0.395 -5.180 2.501 0.12
H 5.583 1.294 3.401 0.04
C 1.447 4.692 -2.323 -0.14
N 5.618 -0.966 4.835 0.05
S 0.310 2.317 0.052 0.56
C 1.755 4.654 -3.933 -0.17
H -0.018 0.483 3.145 0.11
H 2.853 -0.236 -2.014 0.09
H -3.447 2.596 -3.513 0.08